A structure of composition C57H41IN4PS4Zr at a distorted geometry, computed with ωB97M-V/def2-TZVPD.

XYZ file:
```
109
Properties=species:S:1:pos:R:3:forces:R:3:lowdin_charge:R:1
Zr -0.213663 0.678258 0.152305 1.924 -0.966 -0.345 1.015
S 2.142586 0.227523 -0.962119 -0.223 -0.185 -0.707 0.638
C 3.060423 -1.116393 -0.290221 0.299 0.224 0.306 -0.614
C 4.267472 -1.387308 -0.800242 0.041 -0.019 0.157 -0.077
C 4.808076 -2.770152 -0.903386 -0.083 0.083 0.019 -0.165
C 4.203526 -4.740391 -0.145075 -0.016 -0.042 -0.054 -0.137
C 3.401775 -4.568788 1.141456 -0.206 -0.204 -0.130 -0.088
C 2.249778 -2.177067 0.430263 -0.027 0.070 -0.245 -0.581
S 1.039396 -1.318121 1.546073 0.112 0.201 -0.106 0.853
C 2.269844 -0.491910 2.610586 -0.224 -0.008 -0.072 -0.330
C 2.457303 0.992796 2.425603 0.001 -0.077 -0.123 -0.317
C 3.396984 1.602628 3.246920 0.047 0.126 0.030 -0.004
C 3.707882 2.932588 3.049009 -0.016 -0.102 0.008 -0.022
C 3.137095 3.583105 1.968890 -0.001 -0.013 0.005 0.001
C 2.237643 2.900477 1.168474 0.057 -0.019 0.081 -0.328
C 1.827108 3.482184 -0.142489 -0.283 0.172 -0.079 -0.354
S 0.018718 3.423926 -0.383494 0.512 -0.555 -0.067 0.995
C -0.030687 3.580826 -2.154789 -0.101 0.016 0.070 -0.503
C 0.122869 4.860328 -2.684566 0.021 0.058 0.058 -0.105
C 0.160927 5.047818 -4.051009 0.028 0.092 -0.031 -0.081
C 0.028406 3.946055 -4.891815 0.003 -0.059 0.030 -0.067
C -0.157976 2.683641 -4.367367 -0.044 -0.008 0.029 -0.102
C -0.197651 2.467809 -2.980935 -0.160 0.165 0.053 -0.616
S -0.450225 0.837996 -2.434099 0.218 0.030 -0.185 0.630
N 1.830080 1.643562 1.442991 -0.264 0.295 0.209 0.001
H 4.738427 -0.621471 -1.406017 -0.035 0.005 -0.026 0.103
H 5.651160 -2.752008 -1.592161 -0.020 -0.075 -0.018 0.141
H 4.534298 -5.756584 -0.339049 0.030 0.013 0.036 0.147
H 2.964708 -5.397167 1.681790 -0.001 0.072 0.093 0.140
H 3.224145 -0.972008 2.393728 0.010 -0.014 0.038 0.097
H 2.012125 -0.713767 3.644952 0.046 -0.023 0.007 0.097
H 3.880656 1.031207 4.028084 -0.035 -0.028 0.001 0.128
H 4.414216 3.438365 3.693177 0.001 0.003 -0.004 0.120
H 3.406316 4.602146 1.728933 -0.023 -0.005 -0.037 0.123
H 2.257392 2.868597 -0.935916 0.078 0.026 -0.016 0.056
H 2.162890 4.510965 -0.249351 0.014 0.003 0.043 0.095
H 0.213745 5.705187 -2.011409 0.017 0.006 -0.022 0.108
H 0.292883 6.040099 -4.460202 -0.009 -0.007 0.007 0.107
H 0.069005 4.076169 -5.965460 -0.029 0.009 0.004 0.111
H -0.281247 1.824148 -5.014464 0.022 0.035 -0.036 0.102
I -2.512406 -1.315700 1.135861 -0.573 -0.512 0.155 1.189
C -2.567575 -3.444409 1.188877 0.236 0.572 0.000 -0.546
C -3.381619 -3.907971 2.184287 0.050 0.253 0.010 -0.171
C -3.628020 -5.279391 2.331258 -0.016 -0.182 -0.016 -0.064
C -3.062765 -6.143727 1.446245 -0.062 0.031 0.103 -0.025
C -2.231154 -5.683305 0.399447 0.026 0.182 0.028 -0.154
C -1.740745 -6.636534 -0.515184 0.076 -0.057 -0.081 -0.020
C -0.992772 -6.246841 -1.581797 -0.042 -0.089 0.031 -0.043
C -0.653414 -4.896243 -1.715754 -0.090 0.183 0.077 -0.095
C -1.043661 -3.916526 -0.826201 -0.109 0.140 -0.045 -0.261
P -0.160256 -2.273027 -1.113653 0.393 -0.708 -0.442 0.995
C 1.560004 -2.852374 -0.746640 -0.215 0.260 0.205 -0.330
C 2.924817 -3.170478 1.391529 0.097 -0.119 0.005 -0.209
C 4.367702 -3.480148 1.617102 0.204 0.237 0.113 -0.090
C 5.174260 -3.635341 0.324058 0.038 0.019 -0.040 -0.136
C 3.779559 -3.897525 -1.377979 0.027 -0.046 -0.006 -0.141
C 2.324231 -3.591167 -1.554030 -0.064 -0.095 0.008 -0.026
C -0.219985 -2.217156 -2.945919 -0.039 0.129 0.117 -0.452
C -1.438666 -2.433941 -3.588610 0.042 -0.009 0.087 -0.109
C -1.541433 -2.293785 -4.963207 -0.051 0.008 -0.004 -0.070
C -0.430362 -1.926563 -5.708898 0.022 0.036 0.000 -0.073
C 0.778543 -1.687999 -5.072191 0.030 0.039 -0.012 -0.068
C 0.882478 -1.815199 -3.695978 0.012 -0.098 0.070 -0.141
C -1.919087 -4.287859 0.247800 -0.018 -0.272 -0.002 -0.185
H -3.853723 -3.204820 2.857780 0.005 -0.034 0.014 0.083
H -4.274751 -5.628499 3.124190 0.011 -0.003 0.005 0.114
H -3.250326 -7.207707 1.517091 -0.003 0.005 -0.008 0.120
H -1.989603 -7.678434 -0.356535 -0.026 0.008 -0.019 0.121
H -0.643540 -6.961016 -2.315297 0.000 -0.007 0.012 0.115
H -0.052430 -4.625071 -2.566551 0.097 0.053 -0.064 0.092
H 2.395487 -3.178521 2.338318 0.071 -0.045 0.040 0.117
H 4.827409 -3.345623 2.587606 -0.069 -0.021 0.025 0.138
H 6.230837 -3.830672 0.484152 -0.014 -0.044 -0.001 0.146
H 4.136492 -4.359427 -2.297421 0.023 0.022 0.011 0.140
H 1.893247 -3.979556 -2.467216 -0.084 0.016 -0.017 0.105
H -2.306693 -2.733437 -3.013189 -0.032 -0.014 -0.011 0.111
H -2.488651 -2.476756 -5.453854 0.000 0.007 0.014 0.108
H -0.509678 -1.818555 -6.782915 0.004 -0.022 0.003 0.107
H 1.648007 -1.387177 -5.642875 -0.024 0.002 -0.017 0.110
H 1.816029 -1.584264 -3.199549 0.000 0.022 -0.028 0.086
N -5.575098 8.751427 3.851720 0.042 -0.042 -0.027 0.174
C -5.002125 7.830105 3.473730 -0.129 0.214 0.079 -0.175
C -4.295520 6.673627 3.009524 0.143 -0.278 -0.081 -0.219
C -3.593202 6.714547 1.806691 -0.050 0.102 0.054 -0.004
C -2.931346 5.587012 1.356335 0.106 -0.064 -0.047 -0.012
C -2.946943 4.412567 2.105093 -0.052 0.118 0.093 -0.177
C -3.638939 4.383415 3.316507 0.012 -0.004 -0.036 -0.007
C -4.317619 5.500876 3.764189 -0.003 0.073 -0.005 -0.002
C -2.302106 3.175832 1.606301 -0.212 -0.173 -0.212 -0.102
C -1.346165 2.538206 2.418215 0.145 0.162 0.227 -0.291
C -0.902226 2.963397 3.687686 -0.109 0.033 -0.201 -0.001
C -0.290149 1.874578 4.283099 0.121 -0.162 0.018 -0.041
C -0.352667 0.837292 3.350017 -0.218 0.083 0.261 -0.215
N -0.926108 1.224612 2.199439 -0.313 0.285 0.474 -0.165
C -2.786037 2.627999 0.427256 -0.057 0.138 0.253 -0.306
C -3.939192 3.039352 -0.295194 0.018 -0.061 0.002 0.023
C -4.153712 2.099889 -1.272937 -0.090 0.027 -0.040 -0.028
C -3.126993 1.149668 -1.141140 -0.097 0.162 0.194 -0.235
N -2.285559 1.451998 -0.145416 -0.915 0.313 -0.223 -0.237
H -3.574920 7.629795 1.230946 0.005 -0.008 -0.007 0.126
H -2.384087 5.617035 0.422257 -0.023 -0.017 -0.009 0.119
H -3.663479 3.469123 3.894613 -0.015 0.002 -0.005 0.129
H -4.869638 5.471427 4.693433 -0.002 0.005 -0.001 0.127
H -1.046365 3.946406 4.106744 -0.058 -0.039 0.027 0.121
H 0.140961 1.818799 5.269725 -0.050 -0.008 0.012 0.108
H -0.088670 -0.195515 3.519456 0.078 0.032 -0.085 0.076
H -4.544986 3.903555 -0.077175 0.008 -0.007 0.034 0.122
H -4.952453 2.075795 -1.995794 0.013 -0.031 0.010 0.109
H -3.008853 0.254655 -1.727078 0.087 0.005 -0.062 0.072
```
Forces are in eV/Å.

Results
E_LUMO, eV: -3.567
Charge: +1
Orbital gap, eV: 5.60
Strongest force on any atom, eV Å⁻¹: 2.18